# 1
{
  "formula": "C2H3O5S",
  "method": "ωB97M-V/def2-TZVPD",
  "species": ["C", "C", "O", "O", "O", "O", "O", "S", "H", "H", "H"],
  "coordinates": [[0.831, -1.706, -0.094], [0.291, -0.558, 0.135], [-1.651, 0.069, -1.362], [-2.034, -0.941, 0.834], [-1.385, 1.427, 0.671], [1.040, 2.373, -0.282], [1.929, 1.445, 0.182], [-1.372, 0.107, 0.061], [0.239, -2.597, -0.271], [1.902, -1.839, -0.109], [0.211, 2.219, 0.234]],
  "nbo_charge": [-0.56, -0.14, -0.99, -0.99, -1.02, -0.39, -0.18, 2.36, 0.21, 0.20, 0.50],
  "de_lowest_ev": 6.247,
  "total_charge": -1
}

=====

# 2
{
  "formula": "C2H3OPS",
  "method": "ωB97M-V/def2-TZVPD",
  "species": ["C", "C", "O", "P", "S", "H", "H", "H"],
  "coordinates": [[-0.925, -0.504, 0.609], [0.077, -1.030, 0.298], [0.951, 1.543, -0.083], [1.809, -1.408, -0.058], [2.368, 0.679, 0.265], [-1.856, 0.022, 0.709], [0.374, 1.653, 0.707], [1.303, -1.555, -1.398]],
  "nbo_charge": [-0.24, -0.35, -0.84, 0.43, 0.27, 0.24, 0.49, -0.01],
  "de_lowest_ev": 2.416,
  "smiles": "C#CPSO"
}

=====

# 3
{
  "formula": "C2H3PS",
  "method": "ωB97M-V/def2-TZVPD",
  "species": ["C", "C", "P", "S", "H", "H", "H"],
  "coordinates": [[-1.168, 0.022, 0.212], [-1.069, -1.110, 0.617], [1.590, -1.255, -0.172], [2.332, 0.594, 0.262], [-1.026, 0.914, -0.308], [-1.227, -2.009, 1.160], [1.983, 1.244, -0.967]],
  "nbo_charge": [-0.17, -0.26, 0.06, -0.24, 0.23, 0.25, 0.11],
  "de_lowest_ev": 2.208
}

=====

# 4
{
  "formula": "C2H41O19",
  "method": "ωB97M-V/def2-TZVPD",
  "species": ["C", "C", "O", "H", "H", "H", "H", "H", "O", "H", "H", "O", "H", "H", "O", "H", "H", "O", "H", "H", "O", "H", "H", "O", "H", "H", "O", "H", "H", "O", "H", "H", "O", "H", "H", "O", "H", "H", "O", "H", "H", "O", "H", "H", "O", "H", "H", "O", "H", "H", "O", "H", "H", "O", "H", "H", "O", "H", "H", "O", "H", "H"],
  "coordinates": [[-0.374, 0.700, 0.252], [0.595, -0.235, -0.436], [1.013, -1.201, 0.507], [0.012, 1.175, 1.193], [-1.288, 0.239, 0.637], [-0.604, 1.567, -0.306], [1.450, 0.272, -0.775], [0.101, -0.704, -1.264], [-0.993, 3.658, 1.119], [-1.322, 2.858, 1.514], [-0.073, 3.517, 0.982], [1.769, 3.225, 0.909], [1.457, 3.217, -0.019], [1.886, 2.284, 1.150], [4.129, -0.610, -0.404], [4.810, -1.297, -0.251], [3.700, -0.476, 0.453], [-2.173, -1.054, -2.217], [-1.953, -1.416, -1.349], [-2.652, -0.284, -2.069], [2.501, 0.736, 1.723], [1.987, 0.887, 2.508], [1.969, 0.077, 1.267], [-1.899, 1.850, 3.108], [-2.819, 1.660, 3.397], [-1.496, 0.996, 2.905], [0.144, -0.588, 2.944], [-0.531, -1.150, 3.318], [0.276, -0.909, 2.047], [0.139, -3.607, 2.062], [-0.475, -4.169, 2.592], [-0.352, -3.157, 1.411], [-0.770, 1.115, -3.406], [-0.040, 0.521, -3.754], [-1.230, 0.562, -2.789], [-3.045, -1.430, 1.867], [-2.637, -1.792, 2.687], [-3.791, -2.018, 1.698], [-0.173, -2.223, -4.057], [-0.842, -2.157, -3.360], [-0.235, -3.169, -4.156], [3.119, 0.801, -2.622], [3.390, 0.253, -1.876], [2.285, 0.487, -2.915], [2.114, -2.289, -1.917], [1.600, -1.674, -1.416], [2.821, -2.468, -1.324], [-2.167, 3.400, -1.307], [-1.706, 3.225, -0.487], [-1.739, 4.243, -1.529], [0.859, 2.931, -1.759], [0.105, 2.426, -2.022], [0.477, 3.784, -1.824], [-3.755, 0.930, 0.631], [-3.922, 1.528, 1.339], [-3.394, 0.167, 1.055], [-1.345, -2.458, 0.054], [-0.583, -1.900, 0.305], [-2.044, -2.359, 0.719], [2.939, -2.730, 1.147], [2.567, -3.574, 1.330], [2.207, -2.188, 0.781]],
  "nbo_charge": [-0.65, -0.14, -1.00, 0.20, 0.18, 0.22, 0.19, 0.16, -0.98, 0.49, 0.49, -1.01, 0.49, 0.49, -0.97, 0.48, 0.50, -0.98, 0.50, 0.48, -0.98, 0.48, 0.50, -0.95, 0.46, 0.50, -0.99, 0.44, 0.51, -0.95, 0.45, 0.48, -0.96, 0.48, 0.48, -0.95, 0.49, 0.49, -0.94, 0.48, 0.46, -0.96, 0.50, 0.46, -0.95, 0.47, 0.47, -0.96, 0.49, 0.45, -0.94, 0.50, 0.45, -0.94, 0.46, 0.47, -1.01, 0.51, 0.47, -1.02, 0.46, 0.51],
  "de_lowest_ev": 1.034,
  "total_charge": -1
}

=====

# 5
{
  "formula": "C2H44NO18",
  "method": "ωB97M-V/def2-TZVPD",
  "species": ["C", "N", "C", "H", "H", "H", "H", "H", "H", "H", "H", "H", "H", "O", "H", "H", "O", "H", "H", "O", "H", "H", "O", "H", "H", "O", "H", "H", "O", "H", "H", "O", "H", "H", "O", "H", "H", "O", "H", "H", "O", "H", "H", "O", "H", "H", "O", "H", "H", "O", "H", "H", "O", "H", "H", "O", "H", "H", "O", "H", "H", "O", "H", "H", "O"],
  "coordinates": [[-0.811, 0.729, -0.386], [-0.941, -0.588, -1.154], [-2.052, -0.561, -2.285], [0.218, 0.871, -0.265], [-1.463, 1.492, -0.965], [-1.168, 0.770, 0.583], [-1.054, -1.318, -0.473], [-0.141, -0.981, -1.643], [-1.524, -0.097, -3.276], [-2.940, 0.030, -2.071], [-2.442, -1.626, -2.420], [0.086, -3.379, 2.016], [-0.036, -4.646, 1.191], [-0.060, -3.747, 1.165], [-2.334, -0.971, 2.332], [-2.879, -2.275, 2.015], [-3.099, -1.412, 2.196], [4.174, -0.596, -1.676], [3.967, -2.084, -1.751], [3.456, -1.219, -1.802], [-2.064, 4.014, -2.332], [-2.221, 3.157, -1.075], [-1.722, 3.225, -1.931], [-0.884, 3.912, 0.432], [0.461, 4.656, 0.557], [-0.019, 3.987, 0.049], [2.436, 0.810, 1.671], [2.041, 0.867, 3.222], [2.271, 0.280, 2.530], [2.120, 2.093, -1.435], [1.274, 3.251, -1.237], [2.195, 3.065, -1.409], [-3.454, -1.504, -0.024], [-5.095, -1.516, 0.053], [-4.204, -1.046, -0.475], [3.776, -0.608, 2.038], [3.247, -1.179, 0.539], [4.031, -1.087, 1.198], [-3.059, 3.033, 1.037], [-2.286, 3.822, 1.883], [-2.445, 3.697, 0.960], [-1.655, -3.568, 0.163], [-2.715, -3.552, -1.013], [-2.121, -2.995, -0.526], [1.810, -2.582, -1.145], [0.783, -2.774, -0.110], [1.155, -2.157, -0.692], [2.142, -2.258, 2.380], [2.711, -3.591, 2.042], [1.912, -3.218, 2.501], [-0.516, -0.205, 2.129], [0.006, -1.714, 2.323], [-0.524, -1.128, 1.849], [-3.753, 0.783, 1.575], [-3.734, 0.511, 0.200], [-3.421, 1.202, 0.833], [-0.199, 2.928, 2.194], [1.023, 2.636, 1.117], [0.650, 2.508, 2.125], [1.214, 0.495, -4.476], [1.643, -1.052, -4.633], [0.968, -0.398, -4.842], [4.597, 0.688, 0.006], [4.509, 1.914, -0.768], [4.369, 1.000, -0.828]],
  "nbo_charge": [-0.40, -0.57, -0.44, 0.19, 0.22, 0.22, 0.47, 0.48, 0.25, 0.24, 0.26, 0.50, 0.49, -0.96, 0.47, 0.47, -0.94, 0.50, 0.48, -0.98, 0.51, 0.50, -0.72, 0.51, 0.52, -0.69, 0.48, 0.50, -0.96, 0.49, 0.48, -0.72, 0.50, 0.52, -1.00, 0.50, 0.49, -1.01, 0.52, 0.49, -0.97, 0.52, 0.50, -1.01, 0.48, 0.49, -0.98, 0.48, 0.50, -0.98, 0.49, 0.49, -0.97, 0.49, 0.52, -1.02, 0.47, 0.49, -0.91, 0.47, 0.49, -0.95, 0.49, 0.48, -0.95],
  "energy_ev": -41111.47601,
  "multiplicity": 2,
  "total_charge": 2
}

=====

# 6
{
  "formula": "C2H4AuO",
  "method": "ωB97M-V/def2-TZVPD",
  "species": ["C", "C", "O", "Au", "H", "H", "H", "H"],
  "coordinates": [[0.416, -0.636, 0.048], [-0.703, 0.383, 0.045], [-1.932, -0.012, -0.208], [2.002, 0.345, -0.417], [0.256, -1.391, -0.742], [0.553, -1.061, 1.058], [-0.024, 1.336, -0.733], [-0.568, 1.036, 0.948]],
  "nbo_charge": [-0.59, -0.08, -0.07, 0.74, 0.26, 0.28, 0.18, 0.28],
  "de_lowest_ev": 1.069,
  "multiplicity": 3,
  "total_charge": 1
}

=====

# 7
{
  "formula": "C2H4Br2",
  "method": "ωB97M-V/def2-TZVPD",
  "species": ["Br", "C", "C", "Br", "H", "H", "H", "H"],
  "coordinates": [[-0.114, -0.341, -2.279], [-0.626, -0.115, -0.418], [0.613, 0.043, 0.466], [0.194, 1.078, 2.035], [-1.195, -0.995, -0.140], [-1.266, 0.759, -0.383], [1.431, 0.504, -0.078], [0.965, -0.932, 0.796]],
  "nbo_charge": [-0.01, -0.44, -0.46, 0.01, 0.23, 0.23, 0.23, 0.22],
  "de_lowest_ev": 0.103,
  "smiles": "BrCCBr"
}

=====

# 8
{
  "formula": "C2H4BrFO2S",
  "method": "ωB97M-V/def2-TZVPD",
  "species": ["C", "C", "O", "O", "F", "S", "Br", "H", "H", "H", "H"],
  "coordinates": [[-0.735, -0.560, 1.154], [-0.026, 0.477, -1.339], [0.969, 1.507, 0.912], [1.717, -0.741, 0.216], [-0.372, -0.517, 2.449], [0.685, 0.250, 0.298], [1.340, 1.021, -2.612], [-1.759, -0.159, 0.949], [-0.837, -1.630, 0.826], [-0.083, -0.617, -1.537], [-0.899, 0.969, -1.316]],
  "nbo_charge": [-0.20, -0.71, -0.91, -0.92, -0.32, 2.12, 0.08, 0.19, 0.19, 0.25, 0.23],
  "de_lowest_ev": 0.000,
  "smiles": "O=S(=O)(CF)CBr"
}

=====

# 9
{
  "formula": "C2H4BrN",
  "method": "ωB97M-V/def2-TZVPD",
  "species": ["C", "C", "N", "Br", "H", "H", "H", "H"],
  "coordinates": [[0.502, -0.714, 0.286], [0.340, 0.672, -0.265], [-0.244, 0.279, 0.940], [-2.721, 0.144, -0.142], [-0.109, -1.601, -0.186], [1.416, -0.876, 0.738], [1.221, 1.210, -0.338], [-0.406, 0.887, -1.033]],
  "nbo_charge": [-0.34, -0.35, -0.05, -0.25, 0.26, 0.23, 0.23, 0.27],
  "de_lowest_ev": 4.165
}

=====

# 10
{
  "formula": "C2H4BrN",
  "method": "ωB97M-V/def2-TZVPD",
  "species": ["C", "C", "N", "Br", "H", "H", "H", "H"],
  "coordinates": [[-2.054, 0.025, -0.463], [0.415, -0.469, 0.059], [-1.225, -0.523, 0.226], [-3.903, -0.075, 0.043], [-1.939, 0.691, -1.416], [0.870, -0.022, -0.849], [0.507, -1.550, 0.213], [0.728, 0.134, 1.043]],
  "nbo_charge": [0.04, -0.44, -0.43, -0.01, 0.18, 0.20, 0.23, 0.22],
  "de_lowest_ev": 1.298,
  "smiles": "C/N=C/Br"
}

=====

# 11
{
  "formula": "C2H4BrNO",
  "method": "ωB97M-V/def2-TZVPD",
  "species": ["C", "C", "N", "O", "Br", "H", "H", "H", "H"],
  "coordinates": [[-0.798, 0.639, 0.135], [0.647, -0.869, 0.518], [-0.479, 1.599, -0.552], [1.309, -1.034, -0.675], [-2.481, -0.030, 0.771], [-0.127, -1.636, 0.258], [1.165, -0.537, 1.531], [-1.155, 2.197, -1.008], [1.920, -0.329, -0.979]],
  "nbo_charge": [0.17, -0.03, -0.69, -0.71, -0.03, 0.22, 0.22, 0.37, 0.49],
  "de_lowest_ev": 3.732
}

=====

# 12
{
  "formula": "C2H4BrP",
  "method": "ωB97M-V/def2-TZVPD",
  "species": ["C", "C", "P", "Br", "H", "H", "H", "H"],
  "coordinates": [[0.278, 0.221, -0.273], [-0.582, 0.190, 0.996], [-0.253, -0.827, -1.599], [1.501, -0.718, -2.858], [1.200, 0.682, -0.236], [-1.671, 0.042, 0.840], [-0.363, 1.081, 1.726], [-0.110, -0.670, 1.404]],
  "nbo_charge": [-0.49, -0.67, 0.50, -0.23, 0.21, 0.23, 0.22, 0.23],
  "de_lowest_ev": 0.533,
  "smiles": "C/C=P/Br"
}

=====

# 13
{
  "formula": "C2H4BrP",
  "method": "ωB97M-V/def2-TZVPD",
  "species": ["C", "C", "P", "Br", "H", "H", "H", "H"],
  "coordinates": [[1.510, 0.139, -0.473], [0.295, 0.158, 0.133], [-1.286, -0.486, -0.459], [-3.335, 0.471, 0.217], [1.670, -0.371, -1.400], [2.338, 0.478, 0.063], [0.118, 0.746, 1.087], [-1.310, -1.134, 0.832]],
  "nbo_charge": [-0.33, -0.56, 0.56, -0.27, 0.20, 0.20, 0.22, -0.02],
  "de_lowest_ev": 0.927,
  "smiles": "C=CPBr"
}

=====

# 14
{
  "formula": "C2H4CeO2",
  "method": "ωB97M-V/def2-TZVPD",
  "species": ["O", "H", "O", "Ce", "H", "C", "C", "H", "H"],
  "coordinates": [[0.274, 1.435, -0.145], [0.086, 2.383, -0.220], [0.666, -1.082, 0.025], [2.609, 0.457, 0.117], [0.724, -2.046, 0.059], [-0.671, -0.643, 0.135], [-0.866, 0.730, 0.061], [-1.521, -0.050, -0.879], [-1.302, -1.182, 0.847]],
  "lowdin_charge": [-0.08, 0.18, -0.12, 2.43, 0.17, -0.08, -0.01, 0.31, 0.20],
  "energy_ev": -19123.33431,
  "multiplicity": 2,
  "total_charge": 3
}

=====

# 15
{
  "formula": "C2H4Cl2S2",
  "method": "ωB97M-V/def2-TZVPD",
  "species": ["C", "C", "S", "S", "Cl", "Cl", "H", "H", "H", "H"],
  "coordinates": [[-0.802, -1.817, 0.117], [0.718, 2.028, 0.054], [-0.381, -0.926, -1.380], [1.288, -0.010, -1.074], [1.288, 1.817, 1.609], [-0.992, 2.010, -0.191], [-1.752, -1.529, 0.589], [-0.061, -1.449, 0.742], [-0.710, -2.851, -0.059], [1.403, 2.727, -0.409]],
  "nbo_charge": [-0.77, -0.35, 0.17, -0.08, 0.06, 0.06, 0.23, 0.23, 0.22, 0.23],
  "de_lowest_ev": 0.000
}

=====

# 16
{
  "formula": "C2H4Cl3OP",
  "method": "ωB97M-V/def2-TZVPD",
  "species": ["C", "C", "O", "P", "Cl", "Cl", "Cl", "H", "H", "H", "H"],
  "coordinates": [[0.188, -0.436, -1.449], [-0.646, -0.466, -0.050], [-0.185, 1.994, 1.323], [0.260, 0.628, 1.198], [-2.229, 0.242, 0.012], [2.179, 0.623, 0.838], [0.013, -0.466, 2.921], [0.339, 0.713, -1.691], [-0.394, -0.846, -2.348], [1.212, -0.551, -1.190], [-0.736, -1.434, 0.435]],
  "nbo_charge": [-0.65, -0.56, -1.04, 1.75, 0.03, -0.23, -0.28, 0.22, 0.26, 0.24, 0.25],
  "de_lowest_ev": 0.550
}

=====

# 17
{
  "formula": "C2H4Cl4",
  "method": "ωB97M-V/def2-TZVPD",
  "species": ["C", "Cl", "Cl", "H", "H", "C", "Cl", "Cl", "H", "H"],
  "coordinates": [[22.026, 21.068, -6.341], [21.269, 22.301, -7.489], [20.880, 19.715, -6.077], [22.887, 20.593, -6.812], [22.387, 21.453, -5.387], [26.485, 21.473, -7.517], [27.401, 20.076, -7.848], [25.509, 21.165, -6.088], [27.131, 22.324, -7.299], [25.778, 21.795, -8.282]],
  "nbo_charge": [-0.43, 0.20, 0.30, 0.31, 0.29, -0.46, 0.12, 0.14, 0.27, 0.26],
  "de_lowest_ev": 0.080,
  "multiplicity": 2,
  "total_charge": 1
}

=====

# 18
{
  "formula": "C2H4ClCu2O4S",
  "method": "ωB97M-V/def2-TZVPD",
  "species": ["Cu", "Cu", "Cl", "C", "C", "O", "S", "O", "O", "O", "H", "H", "H", "H"],
  "coordinates": [[-1.923, -0.182, 2.687], [-3.667, -2.984, 3.804], [-2.398, -2.509, 1.288], [0.751, 0.775, 0.443], [0.023, -0.271, -0.395], [0.716, -0.349, -1.669], [1.481, 0.984, -2.018], [0.488, 1.972, -2.508], [2.678, 0.733, -2.837], [1.810, 1.171, -0.380], [1.077, 0.387, 1.408], [0.035, 1.552, 0.710], [-1.022, -0.006, -0.560], [-0.049, -1.273, 0.028]],
  "nbo_charge": [0.86, 0.94, -0.80, -0.13, -0.13, -0.63, 2.41, -0.45, -0.55, -0.49, 0.25, 0.23, 0.22, 0.27],
  "energy_ev": -122940.75447,
  "multiplicity": 2,
  "total_charge": 2
}

=====

# 19
{
  "formula": "C2H4ClF",
  "method": "ωB97M-V/def2-TZVPD",
  "species": ["C", "C", "F", "Cl", "H", "H", "H", "H"],
  "coordinates": [[-0.716, 0.243, -0.322], [0.593, -0.253, 0.375], [0.910, -1.496, -0.156], [1.963, 0.791, -0.045], [-0.900, 0.026, -1.384], [-0.765, 1.322, -0.047], [-1.683, -0.366, 0.028], [0.598, -0.267, 1.551]],
  "nbo_charge": [-0.67, 0.19, -0.36, -0.06, 0.25, 0.23, 0.22, 0.20],
  "de_lowest_ev": 0.679,
  "smiles": "C[C@@H](F)Cl"
}

=====

# 20
{
  "formula": "C2H4ClFN2",
  "method": "ωB97M-V/def2-TZVPD",
  "species": ["C", "C", "H", "H", "H", "H", "N", "N", "F", "Cl"],
  "coordinates": [[-0.265, 0.193, -0.160], [-0.202, -0.435, -1.489], [0.814, -0.353, 2.591], [0.377, 1.110, 2.196], [-0.568, 1.234, -0.109], [-0.128, -1.504, -1.546], [0.117, 0.100, 2.124], [0.063, -0.426, 0.928], [-1.358, -0.120, -2.180], [1.149, 0.201, -2.356]],
  "nbo_charge": [-0.06, 0.14, 0.36, 0.33, 0.17, 0.20, -0.58, -0.19, -0.35, -0.02],
  "de_lowest_ev": 1.467,
  "smiles": "N/N=C/[C@@H](F)Cl"
}